Record 1
A molecular structure, C30H31AsOPReS4Te, computed with ωB97M-V/def2-TZVPD.

Summary:
Frontier orbital gap (spin up / spin down)   5.51 / 5.59 eV
E_HOMO (spin up / spin down)   -13.2 / -13.2 eV
Net charge   +2
E_LUMO (spin up / spin down)   -0.284 / -0.281 Eh

```
70
C30H31AsOPReS4Te (ωB97M-V/def2-TZVPD)
Re 0.722 1.288 -0.855
Te 2.002 -2.147 -0.234
As -0.615 0.387 -4.424
S 1.171 -0.866 -1.990
S -2.157 1.605 -5.430
S -0.188 1.981 -2.849
S -0.220 1.695 -6.167
P -1.475 0.968 0.175
O 2.102 1.354 0.268
C -4.226 -0.669 -3.122
C 0.342 0.365 2.748
C -2.989 -0.958 1.432
C -3.766 2.692 -1.415
C -0.934 4.725 1.491
C -3.331 -1.846 2.435
C 4.083 -4.011 -1.019
C 4.089 -1.617 -0.307
C -2.440 -0.895 -1.547
C 0.179 3.395 -0.333
C -0.853 3.553 0.744
C -2.741 2.676 2.004
C 6.016 -5.414 -0.771
C 6.712 -4.358 -0.202
C -1.897 4.870 2.478
C -0.912 -0.444 2.572
C 2.663 -3.779 -1.461
C 6.099 -3.124 -0.040
C -1.265 -1.364 3.552
C -1.768 2.536 1.014
C -2.455 -2.069 3.486
C -3.240 -1.449 -2.529
C -3.581 1.242 -1.766
C -4.385 0.653 -2.743
C -2.804 3.847 2.734
C 2.953 1.896 1.257
C -1.768 -0.273 1.472
C -2.616 0.435 -1.148
C 4.784 -2.948 -0.450
C 4.701 -5.244 -1.179
H -4.283 -2.359 2.396
H 4.390 -1.086 0.594
H 3.808 2.385 0.791
H -0.239 5.533 1.296
H 1.191 -0.124 2.267
H 4.228 -0.971 -1.176
H 0.585 0.474 3.803
H 6.490 -6.379 -0.887
H 1.105 3.902 -0.044
H -1.695 -1.509 -1.056
H 0.216 1.363 2.324
H -3.113 -2.483 -2.819
H 6.644 -2.301 0.405
H 4.154 -6.068 -1.620
H -2.815 3.225 -1.470
H -3.433 1.869 2.214
H 7.733 -4.495 0.127
H -5.157 1.253 -3.210
H -4.864 -1.099 -3.882
H -0.607 -1.506 4.400
H -3.542 3.961 3.516
H -0.168 3.896 -1.238
H 2.024 -4.650 -1.330
H -4.468 3.162 -2.101
H 3.308 1.110 1.924
H 2.399 2.624 1.854
H -4.157 2.808 -0.404
H -3.677 -0.795 0.615
H -1.931 5.781 3.060
H -2.710 -2.773 4.267
H 2.590 -3.436 -2.495
```



Record 2
2 unconnected molecules or ions with the total composition C11H15N, computed with ωB97M-V/def2-TZVPD.

Summary:
2S+1   2
<S²>   0.776
Frontier orbital gap (spin up / spin down)   9.40 / 6.62 eV
E_HOMO (spin up / spin down)   -13.1 / -13.7 eV
Net charge   +1
E_LUMO (spin up / spin down)   -0.138 / -0.259 Eh

```
27
C11H15N (ωB97M-V/def2-TZVPD)
N -1.496 -1.898 -0.361
C 1.785 0.061 2.778
C 1.393 -0.756 -2.377
C -2.084 2.036 -1.518
C 2.963 0.632 3.557
C -0.977 1.347 -1.886
C -3.028 0.078 -0.353
C 0.110 -0.999 -1.673
C -1.893 -0.599 -0.716
C -0.881 -0.029 -1.522
C -0.323 -2.132 -0.953
C -3.078 1.412 -0.734
H 2.005 -1.648 -2.452
H 2.177 -0.206 1.778
H 0.972 0.769 2.693
H 1.378 -0.882 3.145
H 2.678 1.093 4.487
H 3.428 1.468 3.033
H 2.008 -0.033 -1.831
H -0.138 1.790 -2.397
H -2.210 -2.598 -0.216
H -3.750 -0.401 0.286
H 3.687 -0.135 3.748
H 0.103 -3.136 -0.925
H -3.894 2.046 -0.404
H 1.267 -0.368 -3.384
H -2.202 3.089 -1.804
```



Record 3
2 unconnected molecules or ions with the total composition C4H10S, computed with ωB97M-V/def2-TZVPD.

Summary:
Frontier orbital gap   9.98 eV
E_HOMO   -9.0 eV
Net charge   0
E_LUMO   0.037 Eh

```
15
C4H10S (ωB97M-V/def2-TZVPD)
S 0.038 2.229 -0.204
C -0.825 -1.626 1.765
C 0.531 0.634 -0.893
C -0.257 -1.015 2.785
C 0.195 0.401 -2.355
H 0.822 -1.078 2.904
H -0.115 0.030 -0.269
H 0.607 3.091 -1.058
H 0.204 -0.674 -2.587
H 1.570 0.397 -0.667
H -1.891 -1.510 1.625
H -0.809 0.751 -2.586
H 0.909 0.899 -3.010
H -0.200 -2.111 1.029
H -0.779 -0.419 3.522
```



Record 4
A gas-phase ion, C4H5O6S2 (charge -1), computed with ωB97M-V/def2-TZVPD.

Summary:
Frontier orbital gap   8.65 eV
E_HOMO   -5.4 eV
Net charge   -1
E_LUMO   0.121 Eh

```
17
C4H5O6S2 (ωB97M-V/def2-TZVPD)
S 0.797 -2.820 0.162
S 0.692 -1.357 2.014
O -0.397 -1.410 2.986
O 0.339 0.313 1.231
O -1.012 -1.052 0.284
O 1.624 -3.684 0.991
O 1.910 -1.052 2.708
O 1.508 -2.006 -0.808
C -0.495 0.059 0.322
C -0.631 1.025 -0.776
C -1.389 0.636 -1.803
C -0.013 2.439 -0.727
H 1.151 2.239 -0.582
H -1.934 -0.323 -1.867
H -0.049 2.969 -1.590
H -1.606 1.169 -2.620
H -0.493 2.854 0.076
```



Record 5
10 unconnected molecules or ions with the total composition C46H61O20PS, computed with ωB97M-V/def2-TZVPD.

Summary:
Frontier orbital gap   7.42 eV
E_HOMO   -8.5 eV
Net charge   0
E_LUMO   -0.039 Eh

```
129
C46H61O20PS (ωB97M-V/def2-TZVPD)
S -6.625 -1.500 -2.561
P -5.984 0.142 -1.756
O 1.284 -3.516 2.553
O 3.388 3.428 6.506
O 6.963 3.034 1.938
O -1.430 -4.952 -11.823
O 6.235 1.325 3.193
O 6.502 0.982 7.031
O 0.450 4.240 0.349
O 1.549 2.397 7.246
O -1.638 -0.431 9.510
O -0.430 -3.236 -12.860
O -0.596 -1.763 8.042
O -3.264 0.228 -10.303
O -5.777 1.423 -6.847
O 8.508 1.895 6.627
O 2.362 -1.658 3.189
O -3.299 -1.678 -2.165
O -2.748 -0.743 -8.347
O -6.808 1.385 -4.864
O -2.602 0.703 2.006
O 0.328 3.385 2.423
C -0.842 -2.632 2.057
C -0.878 -2.492 10.351
C 0.547 4.390 1.534
C -5.795 -0.861 -7.396
C 7.160 1.868 6.561
C -1.915 -0.440 10.921
C -1.778 -1.703 -7.885
C -1.674 0.693 -0.175
C -5.610 0.533 -7.973
C -1.412 -2.530 -9.109
C 0.165 -1.490 2.147
C -0.465 1.312 0.111
C -1.905 -1.910 11.320
C 6.218 2.109 2.088
C 0.392 3.896 3.770
C -2.317 -4.357 -13.919
C 6.642 3.100 5.854
C 5.168 1.606 1.116
C 1.212 1.120 7.828
C 2.299 0.172 7.351
C -2.622 -0.575 -9.692
C -3.335 -5.221 -13.177
C 0.310 0.698 -2.097
C -4.349 0.086 -0.950
C 0.069 -3.834 1.848
C 0.525 1.308 -0.869
C 5.298 0.236 3.041
C 4.298 0.711 1.998
C 2.865 2.437 6.934
C 3.509 1.098 7.232
C -1.004 -1.573 9.150
C -3.194 -0.633 -1.591
C -1.559 -1.509 -10.234
C -6.794 -0.613 -6.267
C -4.134 0.712 0.208
C 1.229 5.163 3.674
C 9.000 3.126 6.061
C 7.891 3.612 5.137
C -1.283 -4.074 -12.847
C -0.897 0.047 -2.359
C -2.776 0.696 0.816
C -2.465 -5.903 -12.130
C -6.483 0.818 -5.870
C 1.395 -2.176 2.706
C -1.888 0.049 -1.393
C 0.869 5.670 2.278
H 0.413 -1.083 1.165
H 4.181 0.803 6.436
H -1.056 -0.433 -3.312
H -3.008 -6.140 -11.218
H -0.643 -0.941 -10.396
H -2.138 -3.333 -9.244
H -1.996 -6.813 -12.507
H 5.669 1.046 0.325
H -4.071 -4.582 -12.687
H 4.616 2.439 0.688
H 2.449 -0.678 8.012
H 4.062 1.181 8.166
H -4.931 1.260 0.691
H -0.622 4.094 4.120
H 0.139 -2.420 10.737
H -3.872 -5.923 -13.812
H -0.922 -1.159 -7.481
H 7.980 3.132 4.166
H -2.744 -3.431 -14.293
H 2.289 4.911 3.716
H 1.688 6.195 1.794
H -5.800 1.118 -2.752
H 0.223 0.819 7.493
H 2.037 -0.215 6.365
H 3.814 -0.106 1.469
H -2.875 0.039 11.096
H -4.851 -1.212 -6.979
H 6.284 3.815 6.596
H 1.464 1.804 -0.682
H 1.065 0.716 -2.868
H -0.170 -0.694 2.806
H 9.202 3.822 6.879
H -1.832 -4.899 -14.732
H 1.022 5.870 4.474
H -2.224 -2.299 -7.091
H -4.635 0.687 -8.408
H -0.285 1.783 1.059
H 0.843 3.142 4.411
H -1.097 -3.518 10.071
H -0.344 -4.754 2.254
H 5.840 2.838 5.174
H -1.374 -2.727 3.005
H -2.884 -2.352 11.128
H 7.904 4.689 4.980
H -0.022 6.299 2.288
H -0.424 -2.980 -9.044
H -1.667 -2.067 12.370
H -6.645 -1.277 -5.422
H -6.129 -1.589 -8.133
H -7.827 -0.669 -6.612
H 9.930 2.924 5.535
H -6.369 0.776 -8.721
H -1.584 -2.514 1.268
H -6.825 0.678 -0.766
H 0.314 -3.991 0.796
H -1.137 0.134 11.430
H 3.520 1.308 2.476
H 4.837 0.029 4.003
H 5.849 -0.648 2.716
H 1.198 1.232 8.915
H -1.882 -1.962 -11.163
```



Record 6
A single C3H3BrFI molecule, computed with ωB97M-V/def2-TZVPD.

Summary:
Frontier orbital gap   9.53 eV
E_HOMO   -9.6 eV
Net charge   0
E_LUMO   -0.001 Eh

```
9
C3H3BrFI (ωB97M-V/def2-TZVPD)
I 1.726 -1.841 -0.009
Br 1.963 1.847 0.321
F -0.624 1.667 -0.667
C -1.070 -0.776 0.705
C 0.020 -0.534 0.003
C 0.416 0.843 -0.615
H -1.322 -1.737 1.056
H 0.568 0.539 -1.715
H -1.678 -0.007 0.922
```



Record 7
A molecular structure, C12H27CoGeO3SbSe4, computed with ωB97M-V/def2-TZVPD.

Summary:
2S+1   3
<S²>   2.319
Frontier orbital gap (spin up / spin down)   5.71 / 7.05 eV
E_HOMO (spin up / spin down)   -4.6 / -4.6 eV
Net charge   -1
E_LUMO (spin up / spin down)   0.041 / 0.090 Eh

```
49
C12H27CoGeO3SbSe4 (ωB97M-V/def2-TZVPD)
Sb -0.012 -4.466 -1.817
Se 2.092 -5.550 -1.398
Se -1.794 -5.577 -2.982
Se -0.877 -3.139 0.260
Se 0.218 -1.941 -2.479
Ge -0.032 1.463 0.391
Co -0.098 -1.228 -0.450
O -0.376 -0.224 1.368
O 1.373 0.377 -0.377
O -1.099 0.625 -0.962
C -2.926 2.204 -0.852
C -1.747 -0.880 3.220
C -3.285 -0.214 -1.404
C -0.353 -0.442 2.770
C 0.689 -1.506 3.131
C 2.680 0.775 -0.749
C 3.042 0.179 -2.108
C -2.099 1.283 -3.027
C 3.659 0.263 0.309
C 2.761 2.302 -0.839
C 0.025 0.862 3.478
C -2.335 0.976 -1.548
H -3.889 2.462 -1.294
H -2.253 3.059 -0.953
H 0.358 -2.497 2.832
H 2.010 2.668 -1.543
H -3.069 2.000 0.212
H -3.354 -0.499 -0.352
H 4.017 0.547 -2.437
H -3.046 1.472 -3.536
H -2.899 -1.068 -1.963
H 0.030 0.717 4.559
H 2.572 2.759 0.136
H -1.751 -1.119 4.286
H 3.576 -0.821 0.393
H 1.021 1.181 3.162
H -1.606 0.434 -3.502
H 1.624 -1.289 2.611
H -4.283 0.026 -1.774
H 4.686 0.515 0.034
H 3.081 -0.908 -2.055
H -2.473 -0.086 3.027
H 2.291 0.460 -2.848
H -1.454 2.159 -3.132
H -2.056 -1.765 2.663
H 3.433 0.705 1.282
H 3.747 2.614 -1.185
H -0.689 1.652 3.233
H 0.873 -1.519 4.208
```



Record 8
A molecular structure, C36H27Br2F5IN8OS3Y, computed with ωB97M-V/def2-TZVPD.

Summary:
Frontier orbital gap   7.47 eV
E_HOMO   -7.6 eV
Net charge   0
E_LUMO   -0.005 Eh

```
84
C36H27Br2F5IN8OS3Y (ωB97M-V/def2-TZVPD)
I 13.580 12.097 9.901
Y 15.076 8.183 10.501
Br 17.869 5.776 14.415
Br 22.033 5.140 10.746
S 12.407 10.391 14.285
S 18.528 10.837 13.028
S 14.806 6.512 8.202
F 10.612 4.491 6.104
F 8.967 6.141 7.302
F 13.293 4.574 6.427
F 12.668 8.252 9.306
F 9.992 8.099 9.010
O 16.413 7.236 11.991
N 16.512 10.026 11.727
N 11.349 6.195 15.293
N 13.662 6.532 11.696
N 11.436 7.569 16.948
N 17.430 7.576 9.454
N 12.010 6.536 16.460
N 12.387 5.550 13.188
N 13.849 9.483 12.360
C 18.472 10.373 10.262
C 8.703 9.305 15.255
C 20.244 5.842 11.098
C 18.428 6.146 12.630
C 10.340 7.063 15.092
C 10.798 7.250 8.335
C 10.273 6.310 7.515
C 11.846 5.115 14.458
C 9.331 7.228 14.142
C 19.233 7.298 7.845
C 12.182 7.314 8.502
C 19.702 5.663 12.346
C 11.910 5.168 11.945
C 9.593 9.095 16.261
C 11.157 5.471 6.879
C 14.344 6.847 14.122
C 13.121 6.440 7.901
C 14.684 9.988 13.341
C 12.612 9.658 12.732
C 18.226 6.962 10.400
C 17.617 6.796 11.679
C 11.422 9.264 11.973
C 16.137 10.173 13.033
C 13.484 6.336 12.983
C 17.740 10.412 11.544
C 10.362 7.939 16.163
C 14.666 10.233 9.332
C 19.526 6.548 10.099
C 17.906 7.686 8.235
C 12.676 5.739 11.018
C 8.598 8.377 14.235
C 12.542 5.473 7.066
C 14.104 10.411 14.475
C 20.031 6.684 8.754
C 17.178 8.462 7.157
C 17.102 10.616 13.869
H 11.071 4.501 11.835
H 16.990 10.866 14.912
H 17.764 10.282 9.451
H 19.022 11.284 10.180
H 14.591 6.044 14.835
H 9.186 6.576 13.266
H 17.899 9.059 6.639
H 12.601 5.726 9.974
H 12.707 4.690 15.012
H 10.472 9.269 12.611
H 7.872 8.609 13.418
H 8.228 10.242 15.133
H 11.575 8.242 11.573
H 19.492 7.421 6.795
H 11.021 4.450 14.222
H 15.233 7.241 13.617
H 14.451 10.187 8.270
H 11.350 9.924 11.085
H 19.216 9.550 10.179
H 21.063 6.400 8.513
H 14.553 10.791 15.353
H 16.682 7.707 6.454
H 15.666 10.567 9.450
H 13.900 7.587 14.690
H 20.244 5.116 13.074
H 9.732 9.751 17.140
H 16.427 9.102 7.516
```



Which F_max belongs to each record? In order, 0.032; 0.028; 0.016; 0.124; 0.024; 0.069; 0.053; 0.053 hartree/bohr.
Which electronic energy belongs to each record? In order, -156538.3334; -13132.9652; -15144.2722; -38184.2984; -109767.5838; -84018.5771; -381096.2293; -247063.3982 eV.
Which energy above the lowest of the compared OMol25 structures with the same formula, charge and spin belongs to each record? In order, 0.407; 0.242; 1.095; 0.000; 0.000; 0.029; 0.000; 0.000 eV.